[1]
Formula: C4H14N3
Source: the OMol25 dataset
Level of theory: ωB97M-V/def2-TZVPD

- Energy relative to the best compared isomer or geometry (same formula, charge and spin): 40.3 kcal per mole
- Total energy: -324.80065 Eh
- E_HOMO: -14.63 eV
- Kohn-Sham gap: 11.4 eV

ORCA input file:
```
! RIJCOSX wB97M-V def2-TZVPD def2/J DEFGRID3
* xyz 1 1
C 0.31 1.46 -2.18
C -1.17 1.93 -2.12
H 0.75 1.14 -1.29
H 0.42 0.64 -2.93
H 0.95 2.41 -2.47
H -1.98 1.20 -1.70
H -1.48 2.12 -3.16
H -1.45 2.82 -1.56
C 1.71 -2.01 0.97
C -0.16 -0.42 0.89
N 0.84 -1.06 0.23
N 0.05 -0.06 2.19
N -1.48 -0.06 0.34
H 0.49 -1.34 -0.69
H 0.78 -0.29 2.82
H -0.67 0.58 2.56
H -1.69 -0.29 -0.66
H -2.13 0.25 1.02
H 1.48 -2.16 2.04
H 2.75 -1.61 0.90
H 1.71 -3.09 0.46
*
```

[2]
Formula: CH5NOP
Source: the OMol25 dataset
Level of theory: ωB97M-V/def2-TZVPD

- Energy relative to the best compared isomer or geometry (same formula, charge and spin): 57.9 kcal per mole
- Total energy: -512.20056 Eh
- E_HOMO (spin up / spin down): -0.15 / -2.92 eV
- Kohn-Sham gap (spin up / spin down): 4.9 / 5.6 eV

ORCA input file:
```
! RIJCOSX wB97M-V def2-TZVPD def2/J DEFGRID3
* xyz -1 3
C 0.39 0.63 0.07
N 1.36 -0.20 -0.08
O 2.65 -0.05 0.11
P -1.36 -0.02 0.39
H -2.28 1.33 -0.58
H 0.73 1.69 0.08
H 0.93 -1.16 0.10
H -0.64 -1.36 0.68
H -1.78 -0.87 -0.78
*
```

[3]
Formula: CH6NPS
Source: the OMol25 dataset
Level of theory: ωB97M-V/def2-TZVPD

- Energy relative to the best compared isomer or geometry (same formula, charge and spin): 36.2 kcal per mole
- Total energy: -835.94446 Eh
- E_HOMO: -9.28 eV
- Kohn-Sham gap: 9.2 eV

ORCA input file:
```
! RIJCOSX wB97M-V def2-TZVPD def2/J DEFGRID3
* xyz 0 1
H 1.15 -1.42 -2.31
N 0.92 -0.84 -1.54
P 2.17 -0.14 -0.86
C 1.24 1.09 0.28
H 1.45 1.16 1.33
H 0.19 1.07 0.06
H 1.68 1.98 -0.21
S -3.31 -0.58 1.37
H -3.54 -1.72 0.69
H -1.96 -0.59 1.19
*
```

[4]
Formula: C5H6O
Source: the OMol25 dataset
Level of theory: ωB97M-V/def2-TZVPD

- Energy relative to the best compared isomer or geometry (same formula, charge and spin): 86.0 kcal per mole
- Total energy: -269.20920 Eh
- E_HOMO (spin up / spin down): -8.71 / -8.72 eV
- Kohn-Sham gap (spin up / spin down): 7.3 / 7.3 eV

ORCA input file:
```
! RIJCOSX wB97M-V def2-TZVPD def2/J DEFGRID3
* xyz 0 1
C -1.87 0.49 -0.29
C -0.99 -0.71 -0.25
C 0.37 -0.73 -0.12
C 1.11 0.47 -0.09
C 2.43 0.48 0.47
O 2.78 0.97 1.53
H -2.22 0.71 0.73
H -1.34 1.37 -0.66
H -2.76 0.29 -0.89
H -1.50 -1.68 -0.22
H 0.83 -1.71 0.04
H 3.17 0.05 -0.25
*
```

[5]
Formula: C6H14N3Si
Source: the OMol25 dataset
Level of theory: ωB97M-V/def2-TZVPD

- Total energy: -690.34437 Eh
- E_HOMO (spin up / spin down): -10.67 / -13.88 eV
- Kohn-Sham gap (spin up / spin down): 7.0 / 7.5 eV

ORCA input file:
```
! RIJCOSX wB97M-V def2-TZVPD def2/J DEFGRID3
* xyz 1 3
C -1.28 1.97 1.88
C -1.70 1.88 -0.50
C 0.50 1.27 -0.08
C 0.78 -1.37 1.69
C 1.96 -1.14 -1.13
C -1.33 -1.06 -0.73
N -0.05 1.94 1.79
N -2.14 1.75 0.78
N -0.45 1.83 -0.84
Si 0.48 -0.71 -0.02
H -1.67 2.42 2.77
H -2.55 2.09 -1.22
H 1.45 1.72 0.03
H 1.31 -2.24 1.76
H 0.98 -0.67 2.47
H -0.30 -1.54 2.09
H 2.95 -1.06 -0.75
H 1.96 -2.20 -1.31
H 1.99 -0.46 -2.01
H -1.12 -2.20 -0.89
H -2.18 -1.03 -0.04
H -1.39 -0.56 -1.71
H -3.05 1.30 0.86
H -0.23 2.15 -1.85
*
```

[6]
Formula: C24H26ClIrN2O9P2
Source: the OMol25 dataset
Level of theory: ωB97M-V/def2-TZVPD

- Energy relative to the best compared isomer or geometry (same formula, charge and spin): 48.8 kcal per mole
- Total energy: -2964.23538 Eh
- E_HOMO (spin up / spin down): -8.41 / -8.42 eV
- Kohn-Sham gap (spin up / spin down): 7.4 / 7.1 eV

ORCA input file:
```
! RIJCOSX wB97M-V def2-TZVPD def2/J DEFGRID3
* xyz 0 1
Ir -1.23 0.16 -1.52
N 2.72 -0.46 -4.51
C 1.46 -0.65 -3.70
C 1.24 -2.13 -3.38
P 1.86 0.28 -2.14
O 1.63 1.82 -2.47
O 3.33 0.04 -2.03
O 0.91 -0.19 -1.05
P 0.02 0.01 -4.63
O 0.62 1.41 -5.16
O -0.26 -0.86 -5.78
O -1.06 0.30 -3.58
H 3.43 -0.28 -3.76
H 2.61 0.35 -5.12
H 2.94 -1.28 -5.08
H 2.12 -2.56 -2.89
H 1.02 -2.68 -4.30
H 0.40 -2.23 -2.71
H 0.77 2.18 -2.13
H 0.57 2.11 -4.49
N -2.19 -1.09 -0.51
C -2.22 -1.86 0.48
C -3.50 -2.39 1.00
C -3.58 -2.87 2.31
C -4.78 -3.36 2.80
C -5.90 -3.38 1.98
C -5.83 -2.90 0.68
C -4.63 -2.40 0.19
C -0.92 -2.25 1.12
C -0.55 -3.59 1.17
C 0.71 -3.94 1.64
C 1.58 -2.95 2.09
C 1.20 -1.62 2.07
C -0.05 -1.27 1.57
H -2.70 -2.85 2.94
H -4.84 -3.72 3.82
H -6.84 -3.78 2.36
H -6.71 -2.91 0.05
H -4.56 -2.01 -0.82
H -1.23 -4.36 0.82
H 1.01 -4.98 1.65
H 2.56 -3.23 2.45
H 1.87 -0.85 2.43
H -0.34 -0.23 1.52
C 3.21 4.80 0.92
C 2.55 3.83 1.87
C 3.24 3.26 2.93
C 2.60 2.38 3.79
Cl 3.49 1.69 5.12
C 1.28 2.05 3.61
C 0.58 2.61 2.54
C 1.21 3.49 1.68
O 0.61 4.10 0.61
C -0.76 3.87 0.35
C -0.95 2.51 -0.32
O -1.30 1.52 0.36
O -0.73 2.42 -1.56
H 4.26 4.94 1.19
H 2.70 5.76 0.95
H 3.15 4.43 -0.10
H 4.28 3.51 3.09
H 0.79 1.37 4.29
H -0.45 2.32 2.39
H -1.06 4.64 -0.35
H -1.37 3.93 1.25
*
```

[7]
Formula: C29H40MgN5O4
Source: the OMol25 dataset
Level of theory: ωB97M-V/def2-TZVPD

- Energy relative to the best compared isomer or geometry (same formula, charge and spin): 30.5 kcal per mole
- Total energy: -1903.83514 Eh
- E_HOMO (spin up / spin down): -11.19 / -10.65 eV
- Kohn-Sham gap (spin up / spin down): 7.3 / 7.5 eV

ORCA input file:
```
! RIJCOSX wB97M-V def2-TZVPD def2/J DEFGRID3
* xyz 1 1
Mg 0.05 0.33 0.00
C 0.76 0.65 4.29
C 0.97 1.03 2.85
O 0.16 0.68 1.98
N 2.05 1.76 2.57
C 2.35 2.31 1.25
C 3.07 1.32 0.36
C 4.39 1.53 0.00
C 5.02 0.63 -0.84
C 4.31 -0.47 -1.28
C 3.00 -0.61 -0.88
N 2.37 0.26 -0.08
H -0.12 0.01 4.36
H 0.61 1.54 4.90
H 1.63 0.12 4.68
H 2.66 2.00 3.34
H 2.98 3.19 1.40
H 1.44 2.63 0.75
H 4.91 2.41 0.36
H 6.05 0.79 -1.14
H 4.76 -1.21 -1.94
H 2.41 -1.46 -1.22
N -0.12 -0.51 -2.08
C 0.60 0.20 -3.17
C 0.33 1.70 -3.19
C 0.84 2.38 -1.92
O 1.82 3.09 -1.92
O 0.15 2.08 -0.86
H 0.03 -1.51 -2.20
H -1.12 -0.39 -2.22
H 0.32 -0.23 -4.14
H 1.67 0.02 -3.03
H -0.74 1.89 -3.29
H 0.84 2.12 -4.06
C -2.18 4.81 0.72
C -2.86 3.58 0.17
C -4.03 3.67 -0.57
C -4.66 2.53 -1.09
C -5.93 2.66 -1.89
C -4.11 1.29 -0.85
C -2.90 1.15 -0.12
C -2.31 2.34 0.39
N -2.22 -0.01 0.13
C -2.85 -1.31 0.40
C -4.38 -1.43 0.33
C -4.85 -2.82 0.79
C -4.25 -3.87 -0.15
C -2.73 -3.79 -0.08
C -2.26 -4.06 1.35
C -2.87 -3.02 2.29
C -4.40 -3.09 2.22
C -2.43 -1.62 1.86
C -2.27 -2.39 -0.52
H -2.79 5.70 0.57
H -1.22 4.96 0.23
H -2.00 4.71 1.79
H -4.47 4.64 -0.76
H -6.14 3.69 -2.14
H -6.78 2.27 -1.33
H -5.86 2.10 -2.82
H -4.58 0.44 -1.31
H -1.42 2.26 1.00
H -4.73 -1.31 -0.70
H -4.85 -0.65 0.94
H -5.94 -2.85 0.73
H -4.60 -3.70 -1.17
H -4.59 -4.87 0.15
H -2.29 -4.53 -0.76
H -1.17 -4.04 1.41
H -2.57 -5.06 1.65
H -2.53 -3.20 3.31
H -4.84 -2.36 2.91
H -4.74 -4.08 2.54
H -1.35 -1.50 1.96
H -2.88 -0.86 2.51
H -2.58 -2.20 -1.55
H -1.17 -2.35 -0.49
O 1.15 -2.43 1.68
N 0.81 -1.99 0.69
*
```

[8]
Formula: C12H11N7O4
Source: the OMol25 dataset
Level of theory: ωB97M-V/def2-TZVPD

- Energy relative to the best compared isomer or geometry (same formula, charge and spin): 55.6 kcal per mole
- Total energy: -1147.78565 Eh
- E_HOMO: -8.63 eV
- Kohn-Sham gap: 6.4 eV

ORCA input file:
```
! RIJCOSX wB97M-V def2-TZVPD def2/J DEFGRID3
* xyz 0 1
O -4.15 -1.77 1.01
N -3.13 -1.12 0.69
O -3.04 -0.48 -0.40
C -2.03 -1.06 1.58
C -2.05 -1.62 2.86
C -0.98 -1.45 3.74
N -0.96 -2.15 5.02
O 0.03 -2.09 5.77
O -1.98 -2.82 5.30
C 0.07 -0.55 3.37
N 1.17 -0.08 3.99
N 1.79 0.72 3.09
N 1.14 0.79 1.97
N 0.02 0.03 2.12
C -0.89 -0.30 1.08
H -2.90 -2.22 3.15
H -1.17 0.58 0.51
C 2.17 2.74 -4.34
C 1.62 1.72 -3.39
C 1.15 0.49 -3.87
C 0.59 -0.45 -3.00
C 0.47 -0.16 -1.61
N -0.26 -0.94 -0.77
C 1.06 1.03 -1.13
C 1.59 1.97 -2.01
H 2.40 3.66 -3.83
H 3.08 2.37 -4.83
H 1.44 2.94 -5.13
H 1.22 0.26 -4.94
H 0.21 -1.41 -3.37
H 0.10 -1.10 0.24
H -0.80 -1.69 -1.20
H 1.06 1.22 -0.06
H 1.98 2.92 -1.62
*
```

[9]
Formula: C4H5ClN2
Source: the OMol25 dataset
Level of theory: ωB97M-V/def2-TZVPD

- Energy relative to the best compared isomer or geometry (same formula, charge and spin): 43.1 kcal per mole
- Total energy: -724.87041 Eh
- E_HOMO (spin up / spin down): -5.19 / -8.46 eV
- Kohn-Sham gap (spin up / spin down): 5.9 / 7.5 eV

ORCA input file:
```
! RIJCOSX wB97M-V def2-TZVPD def2/J DEFGRID3
* xyz 0 3
C -1.25 -0.55 -0.24
C -0.18 -1.37 -0.03
C -1.09 0.78 -0.54
C 1.47 0.24 -0.20
N 1.10 -0.96 0.07
N -0.97 1.83 0.16
Cl 3.21 0.43 0.07
H -2.32 -0.78 -0.33
H -0.19 -2.48 -0.25
H 1.74 -1.71 0.40
H -0.73 2.66 -0.28
H -0.77 1.92 1.18
*
```

[10]
Formula: C33H28Cl5N4NiOS3Si
Source: the OMol25 dataset
Level of theory: ωB97M-V/def2-TZVPD

- Energy relative to the best compared isomer or geometry (same formula, charge and spin): 386.1 kcal per mole
- Total energy: -6861.52809 Eh
- E_HOMO (spin up / spin down): -5.37 / -5.37 eV
- Kohn-Sham gap (spin up / spin down): 5.5 / 5.5 eV

ORCA input file:
```
! RIJCOSX wB97M-V def2-TZVPD def2/J DEFGRID3
* xyz -1 1
Ni -2.16 -0.45 0.33
Cl -4.02 -3.43 0.28
C -4.68 -2.07 1.15
C -3.94 -0.87 0.79
C -6.80 1.01 1.83
Cl -6.29 0.61 0.29
C -6.89 -0.06 2.78
Cl -7.68 0.58 4.22
C -6.45 -1.35 2.84
Cl -6.69 -2.22 4.34
C -5.81 -2.24 1.85
Cl -6.64 -3.77 1.72
S 2.13 -5.25 -0.68
C 1.44 -4.02 0.21
S -0.27 -3.75 0.30
C -0.02 -2.36 1.33
N 1.22 -2.11 1.55
N 2.03 -3.04 0.92
C 3.44 -2.78 1.02
C 3.87 -1.47 0.87
C 5.22 -1.20 0.96
C 6.14 -2.22 1.19
C 5.69 -3.52 1.34
C 4.33 -3.81 1.26
S -1.37 -1.51 2.03
H 3.15 -0.69 0.70
H 5.56 -0.18 0.84
H 7.19 -2.00 1.25
H 6.39 -4.32 1.53
H 3.97 -4.82 1.38
C 1.22 3.46 -2.14
C 0.08 2.52 -1.77
C -0.92 3.29 -0.90
C -0.63 2.04 -3.04
Si 0.62 0.98 -0.78
O -0.64 0.02 -0.58
C 1.36 1.60 0.85
C 2.68 2.01 0.99
C 3.18 2.48 2.20
C 2.35 2.54 3.31
C 1.03 2.14 3.20
C 0.54 1.67 1.98
C 1.96 0.03 -1.71
C 3.18 0.56 -2.14
C 4.15 -0.23 -2.73
C 3.92 -1.58 -2.93
C 2.70 -2.14 -2.54
C 1.74 -1.33 -1.94
H 0.83 4.37 -2.61
H 1.90 2.99 -2.86
H 1.80 3.76 -1.27
H -1.38 4.11 -1.47
H -0.43 3.74 -0.03
H -1.72 2.65 -0.52
H -1.03 2.89 -3.60
H -1.44 1.36 -2.81
H 0.07 1.51 -3.70
H 3.36 1.95 0.14
H 4.22 2.78 2.27
H 2.74 2.90 4.26
H 0.38 2.17 4.06
H -0.49 1.34 1.92
H 3.39 1.62 -2.00
H 5.09 0.21 -3.04
H 4.68 -2.21 -3.38
H 2.52 -3.19 -2.67
H 0.79 -1.77 -1.63
N -6.37 0.57 -1.83
C -5.45 1.31 -2.27
C -4.19 1.65 -1.57
N -3.78 1.06 -0.51
C -4.55 0.14 0.15
H -5.83 1.99 0.37
H -5.51 1.74 -3.29
H -3.52 2.38 -2.01
H -6.69 -0.73 0.14
*
```

[11]
Formula: C39H82BFN8O17PS2
Source: the OMol25 dataset
Level of theory: ωB97M-V/def2-TZVPD

- Total energy: -4514.94119 Eh
- E_HOMO: -4.75 eV
- Kohn-Sham gap: 6.5 eV

ORCA input file:
```
! RIJCOSX wB97M-V def2-TZVPD def2/J DEFGRID3
* xyz -1 1
C 2.07 1.21 5.81
C 1.06 1.29 4.62
P 0.06 -0.25 4.76
C 1.29 -1.53 4.25
C -1.39 -0.20 3.54
C -2.75 0.07 4.27
C -2.91 -0.22 5.77
C -3.03 1.03 6.68
C -1.75 1.77 6.92
O -0.89 1.39 7.66
O -1.69 2.95 6.29
C -1.49 -1.42 2.54
C -1.50 -2.82 3.17
C -2.43 -3.04 4.37
C -2.79 -4.53 4.51
F -1.77 -5.36 4.07
C -0.62 -1.33 1.24
S 0.32 -2.84 0.75
C 0.30 -0.12 0.98
B 0.46 -0.04 -0.63
O -0.61 0.30 -1.41
O 1.65 -0.33 -1.26
C 1.79 -0.15 1.44
O 2.37 -1.25 1.58
O 2.32 0.98 1.52
O -0.28 1.17 1.33
S -1.40 1.26 2.41
O -1.27 2.49 3.14
O -2.67 1.16 1.72
H 1.85 2.00 6.52
H 1.96 0.28 6.38
H 3.10 1.33 5.48
H 1.65 1.32 3.71
H 0.45 2.18 4.77
H 1.20 -2.34 4.98
H 2.29 -1.12 4.28
H 1.11 -1.96 3.27
H -3.03 1.12 4.14
H -3.52 -0.48 3.74
H -3.91 -0.66 5.87
H -2.25 -0.96 6.20
H -3.45 0.70 7.62
H -3.75 1.68 6.18
H -0.87 3.37 6.59
H -2.53 -1.31 2.20
H -0.52 -3.22 3.42
H -1.88 -3.48 2.39
H -1.90 -2.77 5.27
H -3.36 -2.50 4.23
H -3.74 -4.78 4.04
H -2.90 -4.74 5.58
H -1.35 -1.32 0.43
H -0.72 -3.65 0.52
H -0.53 -0.13 -2.27
H 1.90 -1.25 -1.06
C 5.90 2.26 5.84
O 4.90 1.95 5.23
N 6.78 1.37 6.34
C 7.96 1.78 7.07
C 6.53 -0.04 6.12
H 6.16 3.31 6.06
H 8.86 1.43 6.56
H 7.95 1.36 8.08
H 8.00 2.87 7.14
H 6.49 -0.25 5.05
H 5.58 -0.32 6.56
H 7.33 -0.63 6.57
C -1.78 -2.59 -2.36
O -1.62 -3.43 -1.50
N -1.52 -2.72 -3.67
C -1.75 -1.61 -4.58
C -1.00 -3.98 -4.17
H -2.18 -1.59 -2.11
H -2.49 -1.90 -5.33
H -0.82 -1.33 -5.07
H -2.14 -0.77 -4.03
H -1.70 -4.79 -3.95
H -0.05 -4.20 -3.67
H -0.84 -3.90 -5.24
C 2.36 -3.37 -6.06
O 1.35 -2.68 -6.13
N 3.42 -3.09 -5.29
C 4.60 -3.94 -5.24
C 3.38 -1.89 -4.46
H 2.47 -4.30 -6.64
H 4.75 -4.29 -4.22
H 5.47 -3.37 -5.55
H 4.47 -4.79 -5.90
H 2.54 -1.94 -3.77
H 3.25 -1.01 -5.09
H 4.31 -1.81 -3.90
C -5.12 -0.46 -3.08
O -4.54 -0.64 -4.14
N -4.81 0.49 -2.19
C -5.53 0.65 -0.94
C -3.72 1.40 -2.48
H -5.96 -1.10 -2.75
H -5.97 1.64 -0.89
H -4.83 0.53 -0.10
H -6.32 -0.10 -0.85
H -3.93 1.95 -3.41
H -2.79 0.85 -2.62
H -3.61 2.11 -1.66
C -8.33 -0.86 0.51
O -8.08 -1.27 -0.61
N -9.56 -0.50 0.93
C -9.79 -0.02 2.28
C -10.67 -0.60 0.01
H -7.55 -0.75 1.28
H -10.50 -0.67 2.79
H -10.19 0.99 2.25
H -8.85 -0.01 2.84
H -10.79 -1.63 -0.33
H -10.48 0.03 -0.87
H -11.58 -0.27 0.50
C -5.11 4.99 -0.38
O -5.80 3.99 -0.45
N -4.91 5.85 -1.39
C -4.08 7.03 -1.25
C -5.55 5.58 -2.67
H -4.58 5.28 0.55
H -4.66 7.93 -1.45
H -3.24 6.99 -1.96
H -3.68 7.08 -0.24
H -6.63 5.54 -2.54
H -5.22 4.61 -3.05
H -5.28 6.36 -3.38
C 8.12 -2.10 -4.49
O 7.18 -2.86 -4.38
N 8.16 -0.85 -4.01
C 9.32 0.00 -4.18
C 7.01 -0.32 -3.30
H 9.05 -2.38 -5.02
H 9.72 0.30 -3.21
H 9.05 0.90 -4.74
H 10.10 -0.53 -4.73
H 6.79 -0.93 -2.42
H 6.14 -0.33 -3.95
H 7.20 0.70 -2.99
C 5.96 2.37 -5.83
O 5.72 1.81 -4.78
N 5.83 1.80 -7.04
C 6.13 2.52 -8.27
C 5.38 0.42 -7.12
H 6.30 3.42 -5.87
H 5.24 2.57 -8.90
H 6.92 2.01 -8.82
H 6.45 3.53 -8.04
H 4.39 0.32 -6.67
H 6.07 -0.23 -6.58
H 5.33 0.11 -8.16
*
```

Number 4 is which compound?
C5H6O